Record 1
Molecular formula: C18H23N5O2RuS
Method: DFT, ωB97M-V/def2-TZVPD

Positions of all 50 atoms, in Å:
N (-3.08573, -1.35392, 2.15093)
C (-2.94367, -2.47329, 2.39092)
C (-2.96155, -3.86951, 2.80437)
H (-2.49840, -4.53545, 2.06881)
H (-3.99535, -4.19385, 2.98749)
H (-2.40603, -3.94232, 3.74782)
N (-1.39402, 2.99129, 0.19213)
C (-1.97849, 3.99274, 0.03378)
C (-2.40187, 5.37994, 0.13001)
H (-3.48774, 5.49845, 0.31798)
H (-2.07921, 5.94237, -0.76522)
H (-1.83343, 5.75910, 1.00226)
N (1.35654, 0.79449, -3.71947)
C (1.92794, -0.19607, -3.92490)
C (2.66588, -1.37817, -4.32272)
H (3.73687, -1.14393, -4.25865)
H (2.44604, -1.66773, -5.35570)
H (2.44217, -2.23732, -3.67753)
Ru (-1.29373, 0.42674, -0.66722)
C (0.41881, 1.23964, -0.85856)
O (1.48815, 1.67273, -0.71458)
C (-1.12745, 0.51715, 1.21665)
O (-0.87004, 0.68653, 2.33762)
C (-3.35319, -0.45937, -0.81522)
C (-2.34622, -1.33649, -1.21125)
C (-1.49300, -0.94435, -2.26978)
C (-1.69939, 0.29429, -2.87638)
C (-2.49934, 1.25565, -2.26977)
C (-3.33983, 0.87133, -1.21965)
H (-4.04130, -0.83655, -0.06472)
H (-2.21098, -2.30182, -0.71034)
H (-0.67662, -1.60139, -2.58813)
H (-1.07464, 0.51669, -3.73361)
H (-2.51226, 2.28247, -2.60334)
H (-3.98795, 1.61013, -0.77428)
S (0.57649, -1.64140, 0.23129)
C (1.93903, -0.97983, 1.03238)
N (3.16239, -0.90678, 0.43875)
C (4.26782, -0.17009, 1.07798)
C (4.22187, -0.41100, 2.57650)
C (2.88744, -0.23433, 3.23320)
N (1.78990, -0.55873, 2.29382)
H (3.13347, -0.90122, -0.59230)
H (4.10105, 0.89453, 0.85400)
H (5.22774, -0.49761, 0.62933)
H (4.94825, 0.22332, 3.05919)
H (4.54849, -1.41331, 2.79605)
H (2.72153, 0.80494, 3.54706)
H (2.73684, -0.85796, 4.13819)
H (0.84673, -0.61072, 2.70480)

Computed properties:
* charge: +4
* energy: -43952.828 eV
* <S²>: 6.060
* E_HOMO (alpha / beta): -21.11 / -22.26 eV
* multiplicity: 5
* gap between HOMO and LUMO (alpha / beta): 0.2608 / 0.1441 hartree

Record 2
Molecular formula: C33H28IN3O2RuS3
Method: DFT, ωB97M-V/def2-TZVPD

Positions of all 71 atoms, in Å:
Ru (-0.48646, 0.02700, -0.24528)
C (-1.58015, -0.92578, 3.70257)
C (-1.60470, -1.00515, 2.21131)
N (-0.42606, -0.71623, 1.53558)
N (0.65237, -1.11971, 2.15968)
C (1.74154, -1.06424, 1.39255)
S (1.58215, -0.68104, -0.26178)
S (3.29865, -1.40796, 2.03540)
C (2.91729, -1.90242, 3.73844)
C (2.25167, -0.87648, 4.62518)
C (1.50152, -1.34730, 5.69868)
C (0.88198, -0.46205, 6.56928)
C (0.99276, 0.90626, 6.36444)
C (1.74210, 1.38031, 5.29697)
C (2.37608, 0.49406, 4.43578)
C (-2.70269, -1.42536, 1.47881)
C (-3.92269, -1.74015, 2.18261)
C (-4.93844, -2.39064, 1.58059)
C (-4.81924, -2.79456, 0.21394)
C (-3.71214, -2.50987, -0.51482)
C (-2.62766, -1.78993, 0.05898)
O (-1.63187, -1.51969, -0.70587)
H (-0.64699, -0.49632, 4.05421)
H (-1.69062, -1.91887, 4.14177)
H (-2.41374, -0.31491, 4.05119)
H (3.90694, -2.16838, 4.11893)
H (2.32923, -2.81791, 3.69774)
H (1.40875, -2.41489, 5.86317)
H (0.31565, -0.84257, 7.40920)
H (0.51122, 1.59886, 7.04167)
H (1.85035, 2.44610, 5.14218)
H (2.98067, 0.88018, 3.62228)
H (-4.01103, -1.45190, 3.21924)
H (-5.84455, -2.61525, 2.12484)
H (-5.63880, -3.32949, -0.24846)
H (-3.62078, -2.79248, -1.55430)
O (-0.74810, 0.69846, -2.19648)
S (-0.85108, -0.26602, -3.41260)
C (0.73436, -1.04885, -3.49848)
C (1.89815, -0.33338, -3.76255)
C (3.10866, -1.00285, -3.73754)
C (3.14719, -2.36657, -3.45862)
C (1.97964, -3.07046, -3.20275)
C (0.75857, -2.40982, -3.22078)
C (-0.81929, 0.84179, -4.79138)
C (-0.36788, 2.14700, -4.66133)
C (-0.35535, 2.95610, -5.78703)
C (-0.78436, 2.45738, -7.01047)
C (-1.23848, 1.15015, -7.11995)
C (-1.26686, 0.33107, -6.00210)
H (1.85585, 0.72199, -3.99932)
H (4.02408, -0.46754, -3.95018)
H (4.09725, -2.88415, -3.45386)
H (2.01620, -4.13207, -2.99990)
H (-0.16365, -2.94237, -3.02356)
H (-0.04167, 2.51924, -3.69978)
H (-0.01044, 3.97828, -5.71027)
H (-0.77175, 3.09534, -7.88371)
H (-1.58138, 0.77067, -8.07245)
H (-1.63313, -0.68608, -6.07400)
I (2.93265, 4.08030, 2.57914)
C (1.41724, 3.65929, 1.22778)
C (0.75285, 4.66908, 0.54614)
C (-0.23188, 4.31752, -0.36208)
C (-0.50948, 2.98315, -0.58030)
N (0.13535, 2.00629, 0.07961)
C (1.06947, 2.34283, 0.98126)
H (0.99815, 5.70790, 0.72124)
H (-0.77962, 5.07134, -0.90940)
H (-1.24945, 2.67524, -1.30484)
H (1.55586, 1.53851, 1.51384)

Computed properties:
* charge: +2
* energy: -86414.272 eV
* E_HOMO (alpha / beta): -13.69 / -13.68 eV
* gap between HOMO and LUMO (alpha / beta): 0.2246 / 0.2014 hartree

Energy above the lowest of the compared OMol25 structures with the same formula, charge and spin
In order: 0.0; 0.0
Unit: kcal per mole
Largest force on an atom
In order: 5.7; 0.2
Unit: eV/A